[1]
{"formula": "C27H31Br2N4O7S2W", "method": "ωB97M-V/def2-TZVPD", "species": ["W", "O", "C", "O", "C", "O", "C", "C", "O", "O", "H", "H", "H", "H", "H", "Br", "C", "C", "C", "N", "C", "C", "C", "C", "C", "Br", "C", "C", "N", "H", "H", "H", "H", "H", "H", "C", "C", "C", "N", "C", "S", "N", "C", "O", "C", "C", "C", "C", "C", "C", "H", "H", "H", "H", "H", "H", "H", "H", "H", "H", "H", "H", "H", "H", "C", "S", "C", "O", "H", "H", "H", "H", "H", "H"], "xyz": [[0.21384, 0.14210, 0.03874], [-3.83636, 0.77851, 1.35111], [-2.55159, 0.72378, 1.36264], [-1.87931, 0.40056, 0.36428], [-1.88693, 1.13750, 2.64328], [-0.58263, 0.62249, 2.67145], [-0.46356, -0.69499, 3.29778], [-0.24124, -1.64438, 2.13755], [-0.98385, -2.54419, 1.84743], [0.80376, -1.26458, 1.38627], [-4.23309, 0.54474, 0.49158], [-2.48937, 0.84969, 3.50445], [-1.82802, 2.22998, 2.62538], [-1.36445, -0.94880, 3.85088], [0.40078, -0.66690, 3.95444], [5.12650, -1.25082, -4.33595], [3.75995, -0.90193, -3.13261], [3.53447, -1.74873, -2.05312], [2.51393, -1.44325, -1.18725], [1.74603, -0.35068, -1.34015], [1.93660, 0.45825, -2.39877], [2.93911, 0.20771, -3.30802], [0.98472, 1.58278, -2.50963], [1.05359, 2.52718, -3.50886], [0.11518, 3.55196, -3.54923], [0.18674, 4.83866, -4.88206], [-0.86757, 3.59346, -2.57163], [-0.86612, 2.61839, -1.60279], [0.02935, 1.62180, -1.55799], [4.13990, -2.63024, -1.89598], [2.28326, -2.06904, -0.33550], [3.09661, 0.85452, -4.15811], [1.82781, 2.48906, -4.26038], [-1.61650, 4.37265, -2.56243], [-1.61390, 2.62748, -0.82362], [4.68577, 3.88761, 3.92553], [4.41496, 2.53136, 4.56595], [2.92877, 2.24096, 4.74168], [2.21696, 2.12659, 3.44024], [2.45927, 1.34520, 2.42628], [1.71886, 1.81646, 0.88439], [3.33740, 0.33960, 2.43939], [3.61421, -0.54938, 3.56241], [2.76654, -0.67284, 4.40630], [4.90153, -1.23375, 3.49807], [5.10256, -2.30938, 4.36646], [6.31358, -2.97468, 4.36410], [7.32652, -2.56690, 3.50352], [7.13475, -1.49035, 2.64440], [5.92432, -0.82218, 2.63842], [5.75613, 4.07337, 3.85475], [4.24930, 4.69426, 4.51725], [4.27748, 3.94919, 2.91253], [4.86330, 2.47960, 5.55876], [4.88932, 1.73378, 3.98306], [2.44065, 3.06912, 5.25301], [2.74998, 1.34105, 5.32160], [1.54223, 2.85344, 3.24768], [3.57982, -0.04003, 1.53535], [4.30637, -2.60741, 5.03544], [6.47568, -3.80558, 5.03705], [8.27720, -3.08416, 3.51011], [7.93829, -1.16474, 1.99782], [5.80124, 0.04745, 2.00270], [-1.00070, -3.96078, -1.08168], [-1.78882, -2.36955, -1.00264], [-2.51321, -2.31822, -2.62803], [-0.60586, -1.35859, -1.15507], [-1.79432, -4.70502, -1.17263], [-0.46381, -4.10480, -0.14648], [-0.34391, -3.99069, -1.94926], [-3.31347, -3.06014, -2.65249], [-1.75871, -2.53810, -3.38069], [-2.93350, -1.32532, -2.77403]], "total_charge": 3, "spin_multiplicity": 3, "gap_ev": [6.38, 6.64], "lumo_energy_ev": [-9.730, -9.468]}

***

[2]
{"formula": "C3H11N2S", "method": "ωB97M-V/def2-TZVPD", "species": ["C", "C", "S", "H", "H", "H", "H", "H", "H", "N", "C", "N", "H", "H", "H", "H", "H"], "xyz": [[3.60566, 0.99742, 0.87438], [2.57543, 0.79595, -0.22332], [1.05385, 1.62459, 0.28380], [3.28455, 0.51201, 1.79475], [3.70198, 2.05535, 1.12303], [4.59765, 0.64372, 0.59993], [2.88995, 1.14577, -1.20656], [2.45458, -0.27797, -0.40539], [0.29940, 1.13019, -0.70627], [-3.65399, -0.47296, -1.16474], [-3.33034, -0.99825, 0.07407], [-2.22503, -1.76021, 0.33940], [-3.19762, -0.64022, -2.03293], [-4.29331, 0.27601, -1.23949], [-3.99601, -0.70178, 0.86845], [-2.14447, -2.07298, 1.29137], [-1.62229, -2.25663, -0.27049]], "spin_multiplicity": 2, "gap_ev": [5.39, 9.71], "lumo_energy_ev": [0.925, 0.830]}

***

[3]
{"formula": "C8H14N3", "method": "ωB97M-V/def2-TZVPD", "species": ["C", "C", "C", "C", "C", "C", "C", "C", "N", "N", "N", "H", "H", "H", "H", "H", "H", "H", "H", "H", "H", "H", "H", "H", "H"], "xyz": [[0.25228, 2.12704, -1.77817], [1.29091, 0.35156, -2.40056], [0.36526, 1.35206, -0.68704], [-0.28340, 1.44166, 0.67045], [-0.75097, -1.11233, 0.82070], [1.28159, -0.73372, -0.20538], [1.61156, -2.17416, -0.63404], [-2.16167, 0.36612, 1.99442], [0.81496, 1.44741, -2.88993], [1.04930, 0.19973, -1.12082], [-1.35249, 0.28478, 0.77973], [-0.02999, 3.21137, -1.92989], [1.68605, -0.50208, -2.95767], [0.31163, 1.23288, 1.56381], [-0.77455, 2.39354, 0.89244], [-1.05802, -1.92349, 0.15069], [-0.34249, -1.41753, 1.82870], [1.75890, -0.43612, 0.71228], [1.07435, -2.86774, 0.06415], [2.58422, -2.32027, -0.50061], [1.35001, -2.49915, -1.59719], [-1.42090, 0.16374, 2.81445], [-2.50981, 1.35318, 2.17139], [-2.75471, -0.43706, 2.25442], [-1.99200, 0.49859, -0.01635]], "total_charge": 1, "gap_ev": 8.85, "lumo_energy_ev": -3.682}

***

[4]
{"formula": "C5H7N3", "method": "ωB97M-V/def2-TZVPD", "species": ["H", "N", "C", "N", "C", "C", "C", "C", "N", "H", "H", "H", "H", "H", "H"], "xyz": [[-0.57851, 0.67844, -2.76100], [-0.92388, -0.29301, -2.66962], [-0.71418, -0.87754, -1.55248], [-0.06364, -0.25887, -0.44875], [0.52595, 1.09628, -0.37311], [0.94130, 1.22113, 1.05663], [0.50646, 0.17358, 1.78002], [-0.18846, -0.82359, 0.84593], [-0.91048, -1.84752, 1.00911], [-0.80783, -2.22160, 1.91108], [-0.97413, -1.91594, -1.27946], [-0.31566, 1.77010, -0.62639], [1.40458, 1.18739, -1.12128], [1.58188, 2.04979, 1.32262], [0.51659, 0.06137, 2.90670]], "smiles": "[H]/N=C\\N1CC=C/C1=N\\[H]", "gap_ev": 9.53, "lumo_energy_ev": 0.578}

***

[5]
{"formula": "CH7N2O", "method": "ωB97M-V/def2-TZVPD", "species": ["N", "H", "H", "H", "H", "C", "N", "O", "H", "H", "H"], "xyz": [[1.03002, 1.48023, -1.63572], [0.61213, 2.10287, -2.32798], [1.51020, 2.08244, -0.97937], [-0.07701, 0.83096, -1.17203], [1.57524, 0.83762, -2.19862], [-0.14744, -0.92078, 0.66133], [-0.85734, -0.60356, 1.73508], [-0.25557, -0.42634, -0.46427], [0.55164, -1.74424, 0.86245], [-0.61014, -1.01311, 2.62033], [-1.33016, 0.29053, 1.69400]], "total_charge": 1, "gap_ev": 12.02, "lumo_energy_ev": -3.463}

***

[6]
{"formula": "C6H8N2S", "method": "ωB97M-V/def2-TZVPD", "species": ["C", "C", "C", "C", "C", "C", "N", "N", "S", "H", "H", "H", "H", "H", "H", "H", "H"], "xyz": [[2.21114, -0.16281, -0.56890], [0.92260, 0.12289, -1.04686], [-0.70708, -1.27466, -0.14406], [0.11429, 1.25128, -0.60153], [-0.73135, -2.65449, 0.26745], [0.37599, 1.85817, 0.78780], [3.30690, -0.52583, -0.37994], [-1.32073, 1.02007, -0.86182], [-2.03795, -0.46636, -0.53087], [0.37857, 2.06143, -1.32731], [0.14172, -3.23724, -0.20911], [-1.67694, -3.26042, 0.12237], [-0.49521, -2.69729, 1.45167], [0.53224, 1.17045, 1.71870], [-0.50217, 2.50915, 1.13631], [1.26927, 2.38751, 0.79749], [-1.78129, 1.89814, -0.61139]], "spin_multiplicity": 3, "gap_ev": [6.79, 7.81], "lumo_energy_ev": [-0.071, -1.153]}

***

[7]
{"formula": "C45H31N6O2S3W", "method": "ωB97M-V/def2-TZVPD", "species": ["W", "S", "C", "C", "C", "C", "C", "C", "N", "C", "C", "C", "C", "C", "C", "C", "C", "N", "C", "C", "C", "C", "C", "S", "C", "H", "H", "H", "H", "H", "H", "H", "H", "H", "H", "H", "H", "N", "C", "C", "C", "C", "C", "C", "N", "C", "C", "C", "C", "N", "C", "C", "H", "H", "H", "H", "H", "H", "H", "H", "H", "N", "C", "C", "C", "C", "C", "C", "H", "H", "H", "H", "H", "O", "C", "O", "C", "C", "C", "C", "S", "C", "C", "H", "H", "H", "H", "H"], "xyz": [[-1.45617, 0.58418, -0.42290], [-3.63943, -4.78775, 0.12124], [-4.12592, -6.33438, 0.66107], [-3.82015, -6.53409, 1.97019], [-3.18274, -5.41501, 2.55588], [-3.00800, -4.37194, 1.68650], [-2.39827, -3.07184, 1.94038], [-2.42514, -2.07703, 0.96482], [-1.88580, -0.85541, 1.10637], [-1.26375, -0.59085, 2.30026], [-1.18862, -1.53038, 3.34642], [-0.49776, -1.15579, 4.54943], [0.08068, 0.05596, 4.68320], [0.03672, 1.01582, 3.61787], [0.64956, 2.26296, 3.67324], [0.60666, 3.12487, 2.57245], [-0.05228, 2.67446, 1.42849], [-0.65434, 1.48688, 1.34136], [-0.63861, 0.66515, 2.43379], [1.24539, 4.43630, 2.58769], [1.45913, 5.29953, 1.54456], [2.11204, 6.49266, 1.93086], [2.38864, 6.52743, 3.26181], [1.85489, 5.11773, 4.06232], [-1.76798, -2.77940, 3.15552], [-4.60987, -7.01002, -0.02576], [-4.04629, -7.44658, 2.50159], [-2.87818, -5.39345, 3.59254], [-2.91042, -2.27148, 0.01764], [-0.44793, -1.88140, 5.35154], [0.60178, 0.32728, 5.59247], [1.17833, 2.55679, 4.57132], [-0.07628, 3.28405, 0.53529], [1.17569, 5.08753, 0.52272], [2.37096, 7.28789, 1.24775], [2.87007, 7.31057, 3.82521], [-1.71960, -3.51778, 3.94467], [3.95075, -3.19659, -3.24853], [5.28475, -3.51199, -3.31774], [6.05151, -4.18015, -4.26702], [7.39807, -4.29994, -3.99724], [7.96987, -3.77353, -2.82548], [7.21075, -3.11857, -1.88316], [5.84122, -2.99073, -2.13094], [4.86302, -2.39196, -1.38027], [3.75382, -2.53142, -2.06271], [2.48817, -1.98193, -1.62434], [1.35587, -1.89053, -2.43856], [0.22968, -1.26074, -1.97048], [0.14558, -0.70536, -0.74221], [1.21870, -0.84789, 0.06603], [2.37544, -1.46787, -0.32711], [3.25072, -3.46693, -3.91596], [5.61709, -4.58704, -5.17098], [8.03591, -4.81085, -4.70605], [9.03382, -3.89151, -2.66895], [7.63826, -2.70594, -0.97943], [1.35067, -2.28985, -3.44295], [-0.64420, -1.16937, -2.59814], [1.13854, -0.42945, 1.05906], [3.21979, -1.54433, 0.34245], [-0.74581, 1.74367, -1.59716], [0.06400, 2.42267, -2.45568], [1.46459, 2.33715, -2.32805], [2.28865, 3.01499, -3.20596], [1.74942, 3.79079, -4.22426], [0.37025, 3.88641, -4.35685], [-0.46795, 3.21717, -3.48495], [1.87478, 1.73082, -1.52789], [3.36335, 2.93454, -3.09880], [2.40195, 4.31583, -4.90853], [-0.05533, 4.49523, -5.14416], [-1.54472, 3.27605, -3.58577], [-6.80045, 4.28714, 1.32767], [-6.69680, 2.99339, 1.68118], [-7.34412, 2.55112, 2.58396], [-5.73502, 2.15753, 0.88956], [-6.03189, 0.80049, 0.72480], [-5.23404, -0.01236, -0.04974], [-4.10855, 0.51987, -0.69462], [-3.16572, -0.43239, -1.83844], [-3.75721, 1.86589, -0.45935], [-4.58894, 2.67740, 0.31185], [-6.31512, 4.49215, 0.52297], [-6.91660, 0.40561, 1.20778], [-5.47677, -1.05651, -0.19702], [-2.98749, 2.33982, -1.07647], [-4.31928, 3.71656, 0.46487]], "total_charge": 1, "spin_multiplicity": 3, "gap_ev": [4.62, 6.56], "lumo_energy_ev": [-3.510, -3.911]}

***

[8]
{"formula": "C13H8OS", "method": "ωB97M-V/def2-TZVPD", "species": ["C", "C", "C", "C", "C", "C", "C", "C", "C", "C", "C", "C", "C", "O", "S", "H", "H", "H", "H", "H", "H", "H", "H"], "xyz": [[-2.60883, -0.31395, -1.25800], [3.19278, 0.38167, 0.17409], [-2.47454, -1.42582, -2.06248], [3.01879, 1.09440, 1.34839], [-1.48801, 0.19600, -0.61331], [2.09869, -0.01697, -0.54566], [-1.26905, -2.12458, -2.08822], [1.75242, 1.28440, 1.90828], [-0.23661, -0.48441, -0.68627], [0.84863, 0.10918, -0.03127], [-0.21559, -1.63948, -1.41642], [0.59208, 0.71066, 1.21710], [-0.65175, 0.86566, 1.77560], [-2.99755, 1.32221, 2.78161], [-1.76078, 0.53316, 2.91835], [-3.52879, 0.23052, -1.21235], [4.22557, 0.23974, -0.21616], [-3.41821, -1.70364, -2.68131], [3.79521, 1.54273, 2.10023], [-1.55070, 1.05373, -0.08433], [2.16278, -0.62020, -1.42463], [-1.25697, -3.17292, -2.62967], [1.77043, 1.93789, 2.72642]], "gap_ev": [7.20, 7.07], "lumo_energy_ev": [-1.745, -0.887]}

***

[9]
{"formula": "C27H18BBrF2IO7", "method": "ωB97M-V/def2-TZVPD", "species": ["C", "C", "I", "C", "C", "C", "C", "C", "C", "C", "C", "O", "C", "C", "C", "C", "C", "C", "C", "O", "C", "C", "C", "C", "C", "C", "C", "Br", "C", "O", "H", "H", "H", "H", "H", "H", "H", "H", "H", "H", "H", "H", "H", "H", "H", "H", "H", "H", "B", "O", "C", "O", "C", "O", "O", "F", "F"], "xyz": [[1.14479, -1.32071, 1.43140], [2.69283, -1.21989, 1.32109], [3.57610, -3.10368, 0.74417], [3.16449, -0.00766, 0.48648], [2.72407, -0.01489, -0.96912], [3.27375, -0.88457, -1.91764], [2.88801, -0.88176, -3.24175], [1.90375, -0.01495, -3.71980], [1.34218, 0.84084, -2.79923], [1.73983, 0.84889, -1.45782], [1.01096, 1.85751, -0.58039], [1.55103, 2.57275, 0.23303], [-0.49770, 1.93546, -0.85740], [-0.88346, 1.92062, -2.19660], [-2.20179, 2.02095, -2.58438], [-3.16007, 2.09582, -1.57234], [-2.79847, 2.07225, -0.23890], [-3.87665, 2.11076, 0.85639], [-5.27322, 1.78650, 0.32748], [-6.13526, 2.64850, 0.40772], [-5.62973, 0.47044, -0.32431], [-6.93992, 0.31291, -0.77879], [-7.35926, -0.85917, -1.36664], [-6.49196, -1.94238, -1.52999], [-5.18357, -1.77372, -1.09775], [-4.75636, -0.59570, -0.50987], [-1.45830, 2.01413, 0.14889], [-0.90667, 2.03321, 1.97363], [0.23157, 1.78364, -3.22576], [0.21868, 2.34341, -4.30182], [0.65809, -0.35197, 1.25584], [0.74896, -2.13328, 0.81170], [0.91529, -1.59949, 2.47271], [3.05267, -1.05828, 2.34645], [2.83848, 0.89009, 1.02454], [4.26571, 0.04476, 0.47810], [4.03822, -1.60559, -1.63718], [3.31063, -1.58276, -3.96324], [1.62137, -0.05584, -4.76899], [-2.52644, 2.03420, -3.62287], [-4.19559, 2.17252, -1.90462], [-3.59659, 1.31856, 1.57630], [-3.86435, 3.05355, 1.41638], [-7.64509, 1.13582, -0.67473], [-8.38964, -0.96810, -1.70575], [-6.83782, -2.87069, -1.98020], [-4.51948, -2.62968, -1.22826], [-3.71535, -0.52469, -0.19206], [6.83159, -0.47564, 4.57844], [5.83194, -0.93718, 3.56711], [5.96984, -2.23616, 3.41413], [5.30501, -2.91372, 2.66312], [7.08115, -2.72884, 4.32201], [7.45694, -3.86660, 4.42116], [7.57160, -1.70090, 4.99040], [6.17879, 0.09044, 5.67540], [7.70442, 0.44997, 4.00419]], "total_charge": -1, "gap_ev": 6.72, "lumo_energy_ev": 1.055}

***

[10]
{"formula": "C8H14IP", "method": "ωB97M-V/def2-TZVPD", "species": ["C", "C", "C", "C", "C", "C", "C", "C", "P", "I", "H", "H", "H", "H", "H", "H", "H", "H", "H", "H", "H", "H", "H", "H"], "xyz": [[-2.19562, 0.18639, -0.87575], [-1.39201, 1.49800, -1.07214], [-0.20162, -0.92306, 0.62043], [0.49759, 1.36899, 0.61884], [-1.46162, -0.08885, 0.47032], [-0.96827, 1.44827, 0.43690], [0.96069, -0.02060, 0.09910], [2.19589, -0.65359, 0.62422], [2.52680, -2.74485, -0.26578], [3.81765, 0.53517, -0.19226], [-3.33676, 0.31084, -0.64924], [-2.09165, -0.71622, -1.47840], [-0.60790, 1.36828, -1.84613], [-1.93375, 2.48617, -1.35291], [-0.11074, -1.15556, 1.63857], [-0.40449, -1.82222, 0.22661], [0.96372, 2.12562, 0.06903], [0.85293, 1.22749, 1.73368], [-2.24030, -0.48381, 1.14544], [-1.36845, 2.22665, 1.16253], [0.81899, 0.10058, -1.04765], [2.14034, -0.65020, 1.64852], [2.29167, -2.22667, -1.50229], [1.24689, -3.39678, -0.21162]], "gap_ev": 9.25, "lumo_energy_ev": 0.220}